Entry from the Open Molecules 2025 dataset: 7 unconnected molecules or ions with the total composition C24H42O21 at a distorted geometry (wB97M-V/def2-TZVPD).

Computed properties:
SMILES = C[C@H]1COC(=O)O1.C[C@H]1COC(=O)O1.C[C@H]1COC(=O)O1.COC(=O)OC.COC(=O)OC.COC(=O)OC.COC(=O)OC

```
! wB97M-V def2-TZVPD RIJCOSX def2/J DEFGRID3
* xyz 0 1
C -14.79 12.51 -2.92
C -15.94 13.40 -3.17
C -17.11 12.84 -3.99
O -18.25 12.96 -3.22
C -17.89 13.37 -2.01
O -18.68 13.48 -1.07
O -16.53 13.59 -1.94
H -14.98 11.53 -2.54
H -14.13 12.96 -2.18
H -14.15 12.38 -3.84
H -15.59 14.34 -3.60
H -16.98 11.80 -4.22
H -17.25 13.46 -4.82
C -15.16 12.06 0.96
C -14.78 13.56 1.10
C -16.07 14.43 1.25
O -16.02 14.87 2.61
C -14.88 14.46 3.13
O -14.59 14.76 4.28
O -14.14 13.70 2.37
H -15.63 11.92 0.03
H -15.79 11.71 1.79
H -14.25 11.47 0.85
H -14.06 13.83 0.35
H -17.02 13.89 1.09
H -16.16 15.28 0.62
C -15.11 7.15 -4.99
C -14.75 8.30 -6.00
C -14.94 9.68 -5.35
O -13.66 9.97 -4.80
C -12.80 9.12 -5.37
O -11.63 9.14 -5.24
O -13.37 8.25 -6.15
H -14.59 6.26 -5.31
H -16.16 6.99 -5.12
H -15.00 7.49 -3.96
H -15.31 8.30 -6.98
H -15.81 9.73 -4.68
H -15.00 10.45 -6.07
C -15.13 13.02 -8.17
O -14.70 13.23 -6.89
C -14.40 14.51 -6.56
O -14.70 15.65 -7.35
O -13.80 14.61 -5.44
C -13.05 15.80 -5.09
H -15.36 11.98 -8.33
H -14.31 13.20 -8.90
H -16.00 13.73 -8.46
H -12.10 15.85 -5.61
H -12.81 15.72 -4.03
H -13.62 16.71 -5.13
C -10.91 13.40 1.28
O -10.80 13.41 -0.11
C -11.31 12.42 -0.80
O -11.89 11.33 -0.12
O -11.26 12.54 -2.13
C -11.71 11.48 -2.96
H -11.80 13.87 1.64
H -10.11 13.92 1.76
H -10.94 12.44 1.71
H -10.97 10.78 -3.09
H -11.99 11.80 -3.91
H -12.59 10.94 -2.61
C -19.33 9.43 -1.95
O -18.34 8.96 -1.03
C -17.09 8.94 -1.44
O -16.77 9.47 -2.65
O -16.24 8.59 -0.55
C -14.91 8.68 -0.85
H -20.37 9.24 -1.58
H -19.29 8.86 -2.92
H -19.20 10.52 -2.17
H -14.58 7.83 -1.46
H -14.39 8.61 0.11
H -14.56 9.63 -1.28
C -11.95 17.00 3.00
O -13.09 16.76 2.14
C -12.91 16.62 0.75
O -11.60 16.60 0.19
O -14.01 16.56 -0.04
C -13.77 16.34 -1.46
H -11.42 16.02 3.22
H -12.29 17.52 3.95
H -11.22 17.73 2.63
H -13.19 17.20 -1.72
H -14.67 16.42 -2.09
H -13.21 15.39 -1.73
*
```

Entry from the Open Molecules 2025 dataset: 6 unconnected molecules or ions with the total composition C7H27O6 at a distorted geometry (wB97M-V/def2-TZVPD).

```
! wB97M-V def2-TZVPD RIJCOSX def2/J DEFGRID3
* xyz 1 1
O 0.67 0.00 -0.13
H -0.18 0.39 -0.09
H 0.77 -0.92 -0.66
H 0.91 -0.45 0.78
C 0.60 -2.79 -2.20
O 0.96 -2.71 -0.90
H 0.90 -1.94 -2.72
H -0.57 -3.04 -2.37
H 1.09 -3.61 -2.80
H 1.53 -3.45 -0.71
C 3.18 -1.48 2.15
O 2.58 -0.22 1.81
H 2.56 -2.07 2.76
H 4.23 -1.24 2.53
H 3.21 -1.99 1.25
H 2.84 0.48 2.44
C -1.74 0.39 -2.74
O -1.58 -0.55 -1.69
H -1.71 -0.39 -3.55
H -0.82 0.98 -2.80
H -2.76 0.90 -2.75
H -2.27 -0.96 -1.36
C -1.55 -1.82 1.16
O -0.29 -1.57 1.81
H -2.15 -1.00 1.25
H -2.00 -2.74 1.63
H -1.48 -2.09 0.14
H -0.08 -2.54 2.05
C 0.16 2.86 1.60
C -1.00 3.02 0.72
C -0.62 3.65 -0.65
O -1.43 1.67 0.35
H 0.39 3.85 1.96
H 0.90 2.40 1.04
H 0.02 2.22 2.41
H -1.80 3.48 1.10
H -1.45 3.79 -1.35
H 0.42 3.14 -1.05
H -0.21 4.63 -0.24
H -2.24 1.72 -0.18
*
```

Entry from the Open Molecules 2025 dataset: C22H27N3O5S in the gas phase at a distorted geometry (wB97M-V/def2-TZVPD).

Computed properties:
SMILES = Cc1ccc(S(=O)(=O)N2CCC(=O)N(CCOC(=O)NCc3ccccc3)CC2)cc1

```
! wB97M-V def2-TZVPD RIJCOSX def2/J DEFGRID3
* xyz 0 1
C 5.12 1.48 3.23
C 4.27 1.37 2.01
C 4.78 0.79 0.85
C 4.01 0.70 -0.29
C 2.71 1.18 -0.28
S 1.69 1.02 -1.74
O 0.70 2.05 -1.70
O 2.56 0.92 -2.88
N 0.90 -0.43 -1.61
C 1.60 -1.63 -1.96
C 2.26 -2.35 -0.77
C 1.29 -3.20 0.03
O 1.39 -4.41 0.07
N 0.31 -2.54 0.70
C -0.62 -3.32 1.48
C -2.02 -3.43 0.87
O -2.82 -2.30 1.22
C -3.41 -1.61 0.20
O -3.20 -1.82 -0.97
N -4.26 -0.69 0.70
C -4.84 0.35 -0.12
C -4.05 1.63 0.02
C -2.95 1.85 -0.79
C -2.16 2.98 -0.61
C -2.49 3.90 0.38
C -3.60 3.69 1.18
C -4.38 2.55 1.01
C 0.16 -1.10 0.68
C -0.21 -0.53 -0.69
C 2.19 1.77 0.86
C 2.97 1.86 2.00
H 5.89 2.24 3.09
H 5.63 0.53 3.43
H 4.53 1.75 4.10
H 5.79 0.41 0.85
H 4.39 0.27 -1.20
H 2.36 -1.33 -2.68
H 0.91 -2.32 -2.45
H 3.02 -3.03 -1.15
H 2.75 -1.62 -0.11
H -0.20 -4.33 1.54
H -0.70 -2.90 2.49
H -2.52 -4.31 1.26
H -1.96 -3.50 -0.22
H -4.26 -0.57 1.70
H -4.81 -0.01 -1.15
H -5.88 0.49 0.19
H -2.70 1.14 -1.56
H -1.29 3.12 -1.23
H -1.88 4.78 0.52
H -3.86 4.41 1.94
H -5.24 2.39 1.64
H -0.65 -0.85 1.38
H 1.07 -0.62 1.05
H -0.58 0.49 -0.58
H -0.99 -1.14 -1.15
H 1.19 2.17 0.82
H 2.57 2.33 2.89
*
```

Entry from the Open Molecules 2025 dataset: 13 unconnected molecules or ions with the total composition C18H62O13 at a distorted geometry (wB97M-V/def2-TZVPD).

```
! wB97M-V def2-TZVPD RIJCOSX def2/J DEFGRID3
* xyz 0 1
O 1.35 -3.49 -0.87
H 1.84 -3.63 -1.68
H 1.36 -4.34 -0.43
O -2.20 -3.59 -2.01
H -1.98 -4.51 -1.80
H -1.55 -3.08 -1.51
O 2.01 -0.76 4.36
H 1.21 -1.11 4.76
H 2.63 -0.73 5.09
O 0.96 2.20 3.56
H 0.67 1.40 4.01
H 1.81 1.96 3.19
O -2.83 -2.64 0.64
H -3.30 -2.40 -0.16
H -1.92 -2.37 0.47
O 3.00 0.74 2.15
H 3.28 0.24 1.38
H 2.56 0.10 2.70
O 3.91 -1.05 -0.75
H 4.83 -1.25 -0.90
H 3.52 -1.89 -0.52
C -6.16 1.96 0.71
C -6.01 1.17 -0.52
C -4.47 0.88 -0.78
O -6.78 -0.05 -0.42
H -7.21 1.84 0.97
H -5.74 2.95 0.52
H -5.60 1.50 1.54
H -6.42 1.72 -1.36
H -3.96 0.28 -0.03
H -3.92 1.81 -0.93
H -4.34 0.21 -1.64
H -6.26 -0.73 0.02
C 0.16 4.18 0.07
C 1.24 4.27 1.12
C 2.27 5.37 0.82
O 0.61 4.58 2.35
H -0.45 5.09 0.09
H -0.47 3.30 0.20
H 0.45 4.13 -0.98
H 1.75 3.31 1.17
H 1.75 6.21 0.35
H 2.92 4.84 0.12
H 2.85 5.83 1.62
H 0.69 3.79 2.90
C -0.21 -4.08 3.41
C 0.25 -4.96 4.57
C 1.66 -4.69 5.08
O -0.69 -4.76 5.59
H 0.00 -3.07 3.76
H -1.27 -4.28 3.24
H 0.30 -4.35 2.49
H 0.15 -5.96 4.14
H 1.82 -5.24 6.00
H 1.83 -3.62 5.19
H 2.45 -5.05 4.43
H -0.46 -3.95 6.05
C -0.41 -1.13 -3.86
C -1.80 -0.57 -3.87
C -1.85 0.99 -4.13
O -2.43 -1.15 -4.95
H -0.53 -2.21 -3.74
H 0.15 -0.76 -3.00
H 0.09 -0.98 -4.82
H -2.31 -0.92 -2.98
H -1.48 1.44 -3.22
H -2.75 1.51 -4.45
H -1.08 1.26 -4.85
H -1.88 -1.16 -5.74
C -0.06 -1.02 1.46
C -0.49 -0.60 0.12
C 0.56 0.25 -0.47
O -0.65 -1.81 -0.55
H -0.83 -1.18 2.20
H 0.44 -0.16 1.92
H 0.59 -1.89 1.48
H -1.40 -0.01 0.24
H 0.79 1.09 0.19
H 0.26 0.75 -1.39
H 1.52 -0.27 -0.54
H 0.14 -2.34 -0.63
C 4.04 3.51 -2.77
C 3.41 2.17 -2.90
C 2.91 1.47 -4.22
O 4.24 1.28 -2.12
H 4.16 3.62 -1.69
H 3.41 4.32 -3.16
H 5.02 3.50 -3.25
H 2.44 2.32 -2.42
H 3.71 1.29 -4.94
H 2.07 2.09 -4.54
H 2.39 0.55 -3.97
H 3.73 0.48 -1.95
*
```

Entry from the Open Molecules 2025 dataset: C5H11NO in the gas phase at a distorted geometry (wB97M-V/def2-TZVPD).

Computed properties:
SMILES = CNCCCC=O

```
! wB97M-V def2-TZVPD RIJCOSX def2/J DEFGRID3
* xyz 0 1
C -0.25 -0.26 -2.56
N 0.04 -0.25 -1.14
C -0.88 0.62 -0.34
C -0.74 0.32 1.17
C 0.42 -0.51 1.65
C 1.78 0.22 1.70
O 2.23 1.14 1.10
H 0.49 -0.85 -3.09
H -0.18 0.74 -3.00
H -1.29 -0.60 -2.70
H -0.06 -1.18 -0.76
H -0.46 1.61 -0.54
H -1.87 0.48 -0.78
H -1.69 -0.13 1.50
H -0.73 1.28 1.70
H 0.21 -0.84 2.68
H 0.54 -1.40 1.03
H 2.43 -0.39 2.37
*
```

Entry from the Open Molecules 2025 dataset: 2 unconnected molecules or ions with the total composition C6H10N3O at a distorted geometry (wB97M-V/def2-TZVPD).

```
! wB97M-V def2-TZVPD RIJCOSX def2/J DEFGRID3
* xyz 1 1
C 2.52 -0.98 0.16
C 1.88 0.95 0.92
C 1.21 -0.98 -0.05
C 0.22 -1.89 -0.63
C -1.23 -1.67 -0.12
C -0.60 0.61 0.49
N 2.92 0.21 0.74
N 0.74 0.27 0.38
N -1.53 -0.24 0.17
O -1.65 3.13 -0.91
H 3.18 -1.76 -0.02
H 1.82 1.90 1.34
H 0.16 -1.73 -1.67
H 0.54 -2.79 -0.35
H -1.99 -2.04 -0.86
H -1.28 -2.04 0.83
H -0.98 1.44 0.99
H -2.50 0.11 0.35
H -0.97 3.84 -0.93
H -2.47 3.67 -0.82
*
```

Entry from the Open Molecules 2025 dataset: a molecular structure, C3H9BrHfO4P at a distorted geometry (wB97M-V/def2-TZVPD).

```
! wB97M-V def2-TZVPD RIJCOSX def2/J DEFGRID3
* xyz 3 1
Hf -0.22 5.01 -5.17
Br 0.88 2.47 -4.40
C -0.65 1.47 1.82
O -0.27 0.81 0.62
P -0.78 -0.73 0.40
O -2.00 -1.12 1.09
O 0.56 -1.53 0.68
C 0.93 -1.94 1.98
O -0.92 -0.88 -1.20
C 0.16 -0.62 -2.07
H 0.01 2.33 1.97
H -0.54 0.79 2.67
H -1.68 1.87 1.76
H 1.86 -1.44 2.30
H 1.23 -3.01 1.94
H 0.12 -1.88 2.72
H -0.16 0.22 -2.73
H 0.35 -1.43 -2.79
H 1.12 -0.38 -1.61
*
```

Entry from the Open Molecules 2025 dataset: 2 unconnected molecules or ions with the total composition C65H84N5 at a distorted geometry (wB97M-V/def2-TZVPD).

```
! wB97M-V def2-TZVPD RIJCOSX def2/J DEFGRID3
* xyz 1 1
C 0.16 2.96 4.70
C -1.32 2.75 4.32
C -2.09 2.13 5.49
C -1.47 1.99 3.02
C -1.84 0.63 2.98
C -1.89 -0.05 1.77
C -2.05 -1.57 1.69
C -2.82 -2.11 2.89
C -0.73 -2.29 1.47
C -1.74 0.69 0.56
C -2.01 0.05 -0.72
N -3.29 -0.24 -1.15
C -4.45 -0.51 -0.31
C -4.92 -1.83 -0.17
C -4.38 -2.97 -1.02
C -5.06 -3.02 -2.38
C -4.43 -4.32 -0.32
C -5.95 -2.07 0.76
C -6.44 -1.04 1.56
C -5.95 0.25 1.41
C -5.05 0.55 0.39
C -4.84 1.97 -0.11
C -5.09 2.99 1.00
C -5.70 2.25 -1.34
N -3.25 -0.68 -2.42
N -1.94 -0.69 -2.78
C -1.60 -1.31 -4.03
C -1.08 -2.62 -4.05
C -0.95 -3.49 -2.80
C 0.51 -3.72 -2.44
C -1.63 -4.85 -2.96
C -0.70 -3.18 -5.28
C -0.95 -2.49 -6.46
C -1.63 -1.28 -6.43
C -1.97 -0.67 -5.23
C -2.77 0.64 -5.31
C -2.21 1.77 -4.44
C -4.26 0.41 -5.10
C -1.10 -0.33 -1.69
C 0.29 -0.34 -1.56
C -1.36 2.06 0.60
C -1.20 2.87 -0.68
C 0.26 3.00 -1.10
C -1.86 4.25 -0.57
C -1.15 2.65 1.84
H 0.70 3.49 3.90
H 0.22 3.56 5.61
H 0.66 2.00 4.88
H -1.74 3.75 4.13
H -3.12 1.89 5.18
H -1.59 1.22 5.84
H -2.14 2.85 6.31
H -2.09 0.11 3.91
H -2.67 -1.77 0.80
H -3.70 -1.48 3.09
H -3.17 -3.13 2.70
H -2.16 -2.12 3.78
H -0.29 -2.01 0.50
H 0.00 -2.04 2.26
H -0.88 -3.39 1.47
H -3.32 -2.73 -1.21
H -4.78 -2.13 -2.95
H -4.74 -3.90 -2.94
H -6.15 -3.05 -2.26
H -3.86 -4.31 0.62
H -5.47 -4.61 -0.11
H -4.00 -5.09 -0.98
H -6.38 -3.06 0.87
H -7.24 -1.24 2.28
H -6.33 1.05 2.06
H -3.78 2.03 -0.40
H -4.57 2.69 1.93
H -4.72 3.98 0.71
H -6.17 3.07 1.20
H -5.55 1.47 -2.11
H -6.77 2.25 -1.07
H -5.45 3.21 -1.79
H -1.45 -2.95 -1.98
H 1.03 -2.76 -2.30
H 0.59 -4.30 -1.51
H 1.02 -4.28 -3.24
H -2.70 -4.75 -3.17
H -1.18 -5.42 -3.79
H -1.52 -5.44 -2.04
H -0.23 -4.17 -5.29
H -0.64 -2.93 -7.41
H -1.88 -0.79 -7.37
H -2.65 0.97 -6.35
H -1.11 1.74 -4.44
H -2.52 2.74 -4.83
H -2.57 1.69 -3.41
H -4.63 -0.37 -5.78
H -4.45 0.06 -4.07
H -4.83 1.33 -5.28
H 0.92 -0.43 -2.44
H 0.67 -0.31 -0.55
H -1.72 2.33 -1.48
H 0.66 2.01 -1.33
H 0.36 3.62 -2.00
H 0.86 3.45 -0.29
H -2.87 4.17 -0.15
H -1.26 4.91 0.08
H -1.94 4.71 -1.56
H -0.77 3.68 1.88
C 5.68 -3.57 3.85
C 5.12 -2.96 5.14
N 4.06 -2.02 4.87
C 3.15 -1.52 5.88
C 2.10 -0.69 5.08
C 2.56 -0.79 3.66
C 2.10 -0.28 2.47
C 2.93 -0.34 1.28
C 2.71 0.58 0.20
C 3.84 1.29 -0.37
C 3.99 2.69 -0.04
C 5.19 3.32 -0.27
C 6.23 2.59 -0.88
N 7.35 3.33 -0.98
C 8.54 2.89 -1.67
C 8.61 1.37 -1.70
C 7.28 0.67 -2.03
C 6.09 1.27 -1.35
C 4.86 0.65 -1.13
C 7.13 4.71 -0.61
C 5.71 4.70 0.01
C 4.08 -1.19 1.31
C 4.50 -1.80 2.49
C 3.74 -1.56 3.64
C 5.75 -2.59 2.66
H 6.68 -3.96 4.08
H 5.05 -4.42 3.56
H 4.72 -3.76 5.79
H 5.92 -2.46 5.71
H 2.68 -2.34 6.44
H 3.70 -0.90 6.60
H 1.09 -1.10 5.23
H 2.09 0.35 5.44
H 1.14 0.24 2.42
H 1.75 1.09 0.17
H 3.17 3.20 0.47
H 8.56 3.29 -2.69
H 9.40 3.31 -1.13
H 9.36 1.08 -2.45
H 8.98 1.01 -0.73
H 7.12 0.70 -3.12
H 7.35 -0.39 -1.75
H 4.69 -0.36 -1.52
H 7.91 5.04 0.09
H 7.18 5.36 -1.49
H 5.10 5.48 -0.45
H 5.77 4.91 1.09
H 4.67 -1.33 0.40
H 6.61 -1.91 2.82
H 5.95 -3.16 1.74
*
```

| no. | gap between HOMO and LUMO (eV) | E_HOMO (hartree) |
| --- | --- | --- |
| 1 | 10.3797 | -0.376 |
| 2 | 10.9540 | -0.493 |
| 3 | 9.5320 | -0.332 |
| 4 | 8.6168 | -0.342 |
| 5 | 9.7205 | -0.323 |
| 6 | 8.9554 | -0.490 |
| 7 | 1.9681 | -0.715 |
| 8 | 4.0356 | -0.291 |